C11H30O10S | ωB97M-V/def2-TZVPD

Last column: Löwdin charge in e.
Atoms and positions in Å:
C (1.896, 1.601, -0.484)  -0.072
C (2.280, 1.114, -1.872)  -0.266
O (1.703, -0.102, -2.308)  -0.145
C (1.708, -1.170, -1.368)  -0.191
C (0.383, -1.372, -0.663)  -0.191
O (-0.664, -1.674, -1.570)  -0.095
C (-1.298, -0.545, -2.123)  -0.132
C (-2.645, -0.265, -1.512)  -0.281
C (-2.828, -0.339, -0.009)  -0.136
O (-4.243, -0.356, 0.176)  -0.185
S (-5.021, -0.360, -1.237)  0.607
O (-5.307, 0.996, -1.567)  -0.218
O (-6.100, -1.273, -1.223)  -0.204
O (-3.809, -0.925, -2.076)  -0.126
H (2.399, 1.041, 0.303)  0.077
H (0.821, 1.620, -0.319)  0.069
H (2.244, 2.630, -0.374)  0.061
H (1.939, 1.866, -2.586)  0.116
H (3.372, 1.092, -1.962)  0.117
H (2.530, -1.117, -0.652)  0.124
H (1.869, -2.079, -1.943)  0.114
H (0.514, -2.213, 0.010)  0.103
H (0.121, -0.515, -0.035)  0.111
H (-1.440, -0.727, -3.190)  0.150
H (-0.701, 0.362, -2.045)  0.130
H (-2.816, 0.794, -1.753)  0.151
H (-2.338, 0.538, 0.412)  0.128
H (-2.341, -1.208, 0.435)  0.128
C (2.437, -4.881, -0.016)  -0.144
O (3.016, -3.833, -0.790)  -0.128
H (1.379, -4.658, 0.094)  0.075
H (2.544, -5.847, -0.516)  0.078
H (2.893, -4.938, 0.976)  0.075
H (3.951, -4.026, -0.892)  0.081
C (-3.974, 3.197, 2.102)  -0.146
O (-3.466, 2.621, 0.903)  -0.128
H (-3.529, 4.183, 2.207)  0.077
H (-5.061, 3.302, 2.056)  0.081
H (-3.707, 2.595, 2.975)  0.077
H (-3.884, 1.761, 0.813)  0.028
C (0.377, -2.951, 3.193)  -0.140
O (-0.388, -2.239, 2.223)  -0.136
H (1.363, -3.120, 2.768)  0.072
H (0.483, -2.373, 4.114)  0.078
H (-0.079, -3.917, 3.423)  0.080
H (-1.260, -2.087, 2.595)  0.075
C (4.106, 5.103, 0.211)  -0.165
O (3.594, 4.458, 1.372)  -0.130
H (3.304, 5.141, -0.522)  0.073
H (4.426, 6.124, 0.434)  0.075
H (4.947, 4.548, -0.213)  0.076
H (4.299, 4.423, 2.022)  0.071

## Properties
HOMO level in Ha: -0.342
Kohn-Sham gap in eV: 9.7
Charge: 0

C11H31IInN8O9P2S | ωB97M-V/def2-TZVPD

Last column: Löwdin charge in e.
Atoms and positions in Å:
O (4.641, -3.975, -1.502)  0.087
C (4.049, -4.394, -2.428)  -0.394
O (4.484, -4.125, -3.691)  -0.039
C (3.345, -3.975, -4.590)  -0.168
C (3.509, -2.674, -5.432)  -0.182
C (2.163, -2.128, -5.966)  -0.311
C (1.464, -1.067, -5.053)  -0.305
In (-0.045, -1.882, -3.621)  0.398
C (-1.717, -0.354, -3.379)  -0.275
C (-2.978, -0.871, -3.992)  -1.003
O (-3.795, -1.487, -3.443)  -0.021
I (-3.281, -0.393, -6.101)  0.648
P (1.008, -1.953, -1.295)  0.091
S (-0.350, -2.459, 0.037)  -0.091
P (-1.156, -4.033, -4.367)  0.676
O (-0.671, -4.533, -5.926)  -0.427
O (-0.989, -5.280, -3.250)  -0.401
H (3.128, -4.985, -2.245)  0.155
H (2.388, -3.906, -4.043)  0.094
H (3.354, -4.856, -5.257)  0.129
H (4.105, -2.981, -6.318)  0.105
H (4.135, -1.925, -4.916)  0.116
H (1.483, -2.975, -6.191)  0.078
H (2.387, -1.623, -6.929)  0.095
H (2.231, -0.481, -4.505)  0.028
H (0.977, -0.336, -5.733)  0.027
H (-1.898, -0.231, -2.294)  0.044
H (-1.404, 0.616, -3.792)  0.036
H (2.226, -2.686, -1.211)  -0.116
H (1.393, -0.596, -1.032)  -0.100
H (-1.158, -3.959, -6.534)  0.012
H (-1.626, -5.955, -3.527)  0.019
C (-4.114, 0.414, 0.419)  -0.656
O (-3.063, 1.018, 0.253)  0.005
N (-4.572, 0.063, 1.658)  0.164
N (-4.926, 0.033, -0.609)  0.162
H (-5.428, -0.435, 1.809)  0.089
H (-4.012, 0.314, 2.457)  0.067
H (-4.642, 0.261, -1.545)  0.089
H (-5.785, -0.464, -0.472)  0.092
C (-1.353, 1.085, 3.740)  -0.673
O (-2.486, 0.748, 4.068)  -0.001
N (-1.006, 1.276, 2.436)  0.165
N (-0.359, 1.300, 4.642)  0.148
H (-0.091, 1.553, 2.135)  0.088
H (-1.718, 1.125, 1.739)  0.050
H (-0.571, 1.173, 5.628)  0.055
H (0.569, 1.577, 4.384)  0.088
C (-0.081, 2.822, 8.047)  -0.656
O (-0.186, 1.915, 7.238)  0.019
N (0.596, 3.964, 7.759)  0.168
N (-0.632, 2.764, 9.296)  0.148
H (0.703, 4.729, 8.396)  0.093
H (1.008, 4.029, 6.841)  0.080
H (-1.139, 1.931, 9.534)  0.103
H (-0.556, 3.498, 9.972)  0.088
C (1.755, 5.437, 3.973)  -0.681
O (2.229, 4.772, 4.882)  0.011
N (0.782, 4.962, 3.150)  0.165
N (2.164, 6.713, 3.710)  0.145
H (0.380, 5.489, 2.398)  0.098
H (0.455, 4.026, 3.316)  0.089
H (2.882, 7.095, 4.299)  0.100
H (1.790, 7.276, 2.970)  0.091

## Properties
HOMO level in Ha: -0.145
Kohn-Sham gap in eV: 5.8
Charge: -1

C11H32ClN9O22S | ωB97M-V/def2-TZVPD

Last column: Löwdin charge in e.
Atoms and positions in Å:
C (-1.525, 0.397, 0.859)  -0.077
O (-2.847, 0.676, 0.410)  -0.131
C (-3.313, -0.272, -0.489)  -0.314
O (-4.613, -0.752, -0.115)  -0.396
S (-5.854, 0.314, -0.443)  0.931
O (-5.319, 1.616, -0.868)  -0.389
O (-6.448, 0.604, 1.145)  -0.788
Cl (-6.380, -0.905, 1.938)  0.659
H (-1.589, 0.105, 1.924)  0.074
H (-0.977, -0.340, 0.259)  0.087
H (-0.924, 1.318, 0.853)  0.078
H (-3.320, 0.136, -1.510)  0.118
H (-2.693, -1.173, -0.536)  0.111
C (-0.772, 0.207, -3.804)  0.069
N (-0.596, -1.138, -3.201)  -0.432
O (0.451, -1.708, -3.387)  0.075
O (-1.523, -1.576, -2.556)  0.039
H (0.131, 0.463, -4.345)  0.098
H (-1.626, 0.154, -4.474)  0.106
H (-0.953, 0.907, -2.992)  0.105
C (-4.921, -4.546, 0.874)  0.043
N (-5.856, -4.590, 2.028)  -0.454
O (-6.784, -5.361, 1.972)  0.073
O (-5.635, -3.828, 2.949)  0.025
H (-5.255, -5.264, 0.133)  0.098
H (-4.950, -3.534, 0.477)  0.084
H (-3.928, -4.796, 1.234)  0.084
C (-0.727, 2.013, 5.390)  0.052
N (0.017, 1.015, 4.581)  -0.438
O (1.223, 0.991, 4.692)  0.061
O (-0.639, 0.297, 3.868)  0.066
H (-0.016, 2.583, 5.977)  0.094
H (-1.267, 2.655, 4.699)  0.105
H (-1.413, 1.466, 6.031)  0.103
C (-2.091, -3.570, -4.806)  0.020
N (-3.022, -2.961, -5.790)  -0.452
O (-2.578, -2.125, -6.545)  0.056
O (-4.167, -3.341, -5.767)  0.078
H (-1.111, -3.134, -4.946)  0.081
H (-2.473, -3.352, -3.813)  0.056
H (-2.071, -4.640, -4.991)  0.108
C (-0.081, -4.866, -1.670)  0.057
N (-1.499, -4.660, -1.282)  -0.422
O (-2.321, -4.519, -2.166)  0.038
O (-1.752, -4.637, -0.099)  0.072
H (-0.013, -4.859, -2.752)  0.091
H (0.497, -4.053, -1.239)  0.103
H (0.232, -5.825, -1.266)  0.103
C (3.597, 0.921, 2.277)  0.046
N (2.892, 1.468, 1.094)  -0.430
O (3.517, 2.175, 0.336)  0.050
O (1.728, 1.168, 0.962)  0.057
H (4.621, 1.269, 2.265)  0.064
H (3.076, 1.279, 3.159)  0.073
H (3.555, -0.163, 2.208)  0.111
C (4.752, 1.328, -2.955)  0.044
N (5.690, 0.217, -2.657)  -0.462
O (6.594, 0.021, -3.433)  0.072
O (5.481, -0.419, -1.651)  0.060
H (5.058, 1.804, -3.880)  0.094
H (3.758, 0.899, -3.051)  0.097
H (4.797, 2.026, -2.124)  0.088
C (6.537, 4.243, 4.770)  0.050
N (5.734, 3.309, 3.943)  -0.443
O (6.307, 2.370, 3.442)  0.074
O (4.555, 3.556, 3.828)  0.065
H (7.565, 3.898, 4.781)  0.096
H (6.462, 5.227, 4.315)  0.103
H (6.114, 4.240, 5.770)  0.103
C (1.702, 4.865, 0.353)  0.034
N (1.290, 6.072, -0.408)  -0.463
O (2.140, 6.653, -1.043)  0.067
O (0.128, 6.392, -0.340)  0.067
H (2.762, 4.701, 0.199)  0.081
H (1.487, 5.051, 1.402)  0.102
H (1.122, 4.027, -0.023)  0.094

## Properties
HOMO level in Ha: -0.371
Kohn-Sham gap in eV: 9.6
Charge: 0